[1]
The following is a DFT calculation (ωB97M-V/def2-TZVPD) of a cluster of 6 separate species, C20H32FO14S in total.

```
68
Properties=species:S:1:pos:R:3:forces:R:3:nbo_charge:R:1
F 24.856 23.891 12.109 0.19 -0.17 0.18 -0.953
C 28.534 24.680 9.143 -0.74 -0.08 -1.64 -0.632
C 27.178 24.381 8.463 0.07 -0.66 -0.47 0.066
C 25.898 24.662 9.236 1.24 0.99 2.83 -0.082
O 25.083 25.300 8.338 -4.29 1.15 -1.18 -0.502
C 25.704 25.895 7.337 3.64 -4.93 2.73 0.992
O 25.400 26.626 6.508 -1.83 2.78 -2.24 -0.560
O 26.945 25.272 7.359 1.84 0.82 -1.03 -0.550
H 29.273 24.393 8.326 -0.36 1.20 1.39 0.227
H 28.733 24.109 10.015 -0.10 -1.40 0.57 0.222
H 28.498 25.664 9.614 0.52 0.51 -0.99 0.214
H 27.281 23.343 8.020 -0.58 0.95 0.53 0.175
H 26.084 25.559 9.963 0.12 -2.22 -0.23 0.167
H 25.380 23.805 9.722 0.41 0.93 -0.09 0.258
C 26.438 23.564 16.220 1.42 -1.16 1.09 -0.637
C 26.489 22.767 14.970 0.62 -1.15 -0.40 0.055
C 27.742 23.003 14.156 -1.61 -0.47 -0.36 -0.088
O 28.353 21.733 14.078 7.30 6.13 -4.96 -0.470
C 27.859 20.834 14.689 -7.40 1.60 3.51 0.988
O 28.149 19.759 14.895 2.30 -6.29 0.85 -0.580
O 26.647 21.366 15.112 -2.06 -2.01 2.53 -0.558
H 27.215 23.334 16.944 1.06 -0.08 -0.43 0.201
H 25.653 23.367 16.867 -2.36 -0.41 0.54 0.227
H 26.463 24.593 16.042 -0.05 1.54 -0.46 0.243
H 25.575 22.852 14.433 -0.59 0.68 -0.86 0.218
H 28.265 23.800 14.567 1.98 0.75 1.03 0.197
H 27.553 23.237 13.167 -0.76 0.67 -2.05 0.202
C 28.075 28.201 11.655 0.30 -8.09 -3.65 -0.553
C 27.137 27.427 12.608 11.28 0.73 1.29 0.073
C 27.313 26.048 13.002 -0.01 -6.35 -5.76 -0.158
O 27.353 25.990 14.336 -1.48 1.20 3.10 -0.492
C 27.374 27.269 14.795 -0.44 -0.20 1.32 0.967
O 27.345 27.508 15.958 0.34 0.54 0.01 -0.574
O 27.413 28.149 13.774 -0.67 0.00 2.70 -0.477
H 29.070 28.148 11.874 2.62 -0.01 1.23 0.207
H 27.744 29.098 11.585 -2.07 5.98 -0.47 0.197
H 28.078 27.710 10.563 -0.44 1.09 2.07 0.181
H 26.365 27.701 12.221 -10.11 2.14 -3.39 0.165
H 28.158 25.275 12.813 -0.08 2.32 -1.28 0.180
H 26.504 25.449 12.324 0.59 0.74 2.65 0.273
C 26.338 20.753 11.192 0.69 -2.05 -1.16 -0.646
C 25.005 20.540 11.906 -0.22 -0.06 -4.00 0.051
C 23.860 21.149 11.031 1.49 5.73 -0.19 -0.081
O 23.082 20.149 10.593 -2.05 -1.66 -0.73 -0.464
C 23.456 19.066 11.199 -1.23 -7.65 -1.00 0.957
O 22.987 17.903 11.051 0.23 3.96 0.11 -0.645
O 24.563 19.141 11.887 1.61 2.22 1.65 -0.460
H 26.549 21.754 11.036 -0.30 2.49 0.06 0.233
H 26.439 20.355 10.129 -0.92 -0.02 1.24 0.208
H 27.271 20.425 11.628 -0.09 -0.67 0.90 0.222
H 24.864 21.089 12.786 0.59 -0.17 1.96 0.223
H 24.147 21.795 10.065 -0.14 -1.31 2.37 0.188
H 23.303 21.844 11.732 0.36 -0.54 -1.17 0.205
C 22.453 23.196 14.292 1.34 -3.35 -4.17 -0.445
C 22.326 24.623 13.834 -0.73 -0.30 1.11 -0.431
C 21.439 25.130 15.100 -0.57 0.10 -1.31 -0.718
S 22.288 24.547 16.496 -2.53 0.14 3.39 2.171
O 21.342 24.533 17.679 2.24 0.14 -2.53 -0.954
O 23.625 25.047 16.663 0.01 0.50 -0.11 -0.931
C 22.373 23.001 15.765 1.88 -0.24 -0.73 -0.728
H 23.430 22.946 13.804 -0.24 -0.40 1.07 0.257
H 21.835 22.428 13.696 0.05 1.27 1.20 0.210
H 21.675 24.732 12.912 1.35 0.03 0.92 0.232
H 23.522 24.863 13.721 -3.35 0.89 0.10 0.314
H 20.313 24.806 15.324 2.50 0.40 -1.23 0.261
H 21.525 26.147 14.997 -0.43 2.82 0.57 0.241
H 21.592 22.419 16.036 -2.92 -1.43 0.89 0.244
H 23.195 22.488 16.166 1.55 -0.58 0.53 0.255
```
Positions in Å, forces in eV/Å.

- gap between HOMO and LUMO (eV) = 9.20
- net charge = -1
- E (Ha) = -2332.511392
- F_max (eV/A) = 11.37

[2]
The following is a DFT calculation (ωB97M-V/def2-TZVPD) of a structure of composition C20H32IN7NiO2S.

```
64
Properties=species:S:1:pos:R:3:forces:R:3:nbo_charge:R:1
Ni -0.588 0.057 0.932 0.30 0.52 0.99 1.059
N 0.382 0.077 2.933 -0.13 -0.26 -0.54 -0.656
N -0.289 -0.712 3.874 0.08 0.08 0.26 -0.421
C -1.424 -1.331 3.547 0.00 -0.15 0.05 0.331
N -2.076 -1.998 4.489 0.04 0.01 0.12 -0.736
S -2.020 -1.321 1.964 -0.26 0.12 -0.26 -0.163
H 1.363 -0.193 2.910 0.01 -0.02 0.03 0.420
H 0.315 1.054 3.206 0.05 0.05 -0.04 0.403
H 0.037 -0.690 4.831 0.03 -0.01 -0.01 0.414
H -1.766 -2.032 5.448 0.00 -0.01 -0.01 0.424
H -2.933 -2.473 4.259 0.00 0.01 -0.01 0.440
O 0.793 6.556 -0.123 -0.04 0.00 -0.01 -0.716
C 1.887 5.672 -0.108 0.08 0.03 0.00 -0.102
C 1.373 4.280 0.103 -0.04 -0.10 0.02 0.088
C 2.228 3.226 0.368 -0.04 0.08 -0.08 -0.234
C 1.741 1.937 0.554 0.04 -0.11 0.30 0.260
N 0.423 1.682 0.478 -0.15 -0.16 -0.18 -0.552
C -0.423 2.707 0.192 0.02 0.00 -0.21 0.248
C 0.011 3.999 0.014 -0.08 -0.05 0.05 -0.239
C -1.817 2.290 -0.057 0.02 -0.01 -0.04 0.164
C -2.836 3.142 -0.435 0.07 0.01 0.04 -0.208
C -4.065 2.619 -0.817 0.02 0.00 0.00 0.081
C -5.162 3.546 -1.271 -0.02 0.01 -0.05 -0.102
O -5.024 4.797 -0.639 0.05 -0.01 0.03 -0.713
C -4.219 1.237 -0.813 0.00 0.01 -0.07 -0.230
C -3.177 0.447 -0.377 -0.10 -0.04 0.03 0.067
N -2.009 0.959 0.017 0.14 -0.19 -0.13 -0.494
H 1.099 7.452 -0.297 0.01 0.00 0.00 0.499
H 2.598 5.909 0.691 -0.01 0.01 0.00 0.201
H 2.438 5.688 -1.056 0.01 0.01 0.01 0.207
H 3.298 3.379 0.445 -0.01 0.03 -0.01 0.247
H 3.423 1.189 1.644 -0.04 -0.01 0.02 0.264
H -0.684 4.795 -0.206 0.04 0.02 0.00 0.264
H -2.687 4.212 -0.445 -0.03 0.00 -0.01 0.263
H -6.136 3.084 -1.098 0.00 0.02 0.06 0.201
H -5.057 3.676 -2.355 -0.03 -0.04 -0.01 0.210
H -5.848 5.051 -0.215 -0.02 0.02 -0.04 0.498
H -5.143 0.772 -1.129 0.00 0.01 0.01 0.248
H -3.283 -0.629 -0.330 -0.01 0.02 0.02 0.215
I 4.518 -2.144 0.966 -0.02 -0.03 0.04 -0.863
C 2.712 0.850 0.890 0.01 0.16 0.06 -0.686
H 3.329 0.573 0.035 -0.04 0.00 -0.07 0.288
H 2.257 -0.068 1.247 -0.01 -0.01 -0.21 0.210
C 2.004 -3.033 -1.676 0.00 0.04 0.07 -0.267
C 1.417 -1.737 -1.087 0.10 0.00 0.00 -0.287
N 0.402 -2.021 -0.056 -0.21 -0.02 -0.15 -0.481
C 0.983 -2.840 1.021 -0.06 -0.02 0.08 -0.302
C 1.558 -4.158 0.484 -0.03 0.04 -0.04 -0.277
N 1.322 -4.186 -0.999 -0.03 0.01 0.02 -0.329
C -0.148 -4.136 -1.267 0.03 0.08 0.02 -0.246
C -0.679 -2.795 -0.691 0.06 -0.04 -0.14 -0.256
H 3.068 -3.102 -1.440 -0.01 -0.01 -0.04 0.284
H 1.827 -3.141 -2.745 0.04 0.00 -0.01 0.226
H 0.955 -1.123 -1.860 0.02 0.00 0.00 0.216
H 2.242 -1.204 -0.623 0.03 0.08 0.02 0.270
H 0.198 -3.028 1.754 0.02 -0.02 0.03 0.208
H 1.821 -2.301 1.474 -0.06 0.03 0.00 0.265
H 1.082 -5.049 0.889 0.03 0.02 0.07 0.223
H 2.635 -4.158 0.662 0.10 -0.14 -0.07 0.292
H 1.715 -5.049 -1.369 -0.04 -0.03 -0.02 0.451
H -0.601 -5.000 -0.786 0.00 -0.02 0.00 0.233
H -0.296 -4.214 -2.342 0.01 0.00 -0.01 0.236
H -1.458 -2.995 0.042 0.04 -0.02 -0.01 0.226
H -1.108 -2.193 -1.492 -0.01 0.00 0.00 0.220
```
Positions in Å, forces in eV/Å.

- gap between HOMO and LUMO (alpha / beta) (eV) = 5.13 / 5.13
- net charge = +2
- E (Ha) = -3518.786341
- F_max (eV/A) = 1.16

[3]
The following is a DFT calculation (ωB97M-V/def2-TZVPD) of a cluster of 2 separate species, C20H32N3O3 in total.

```
58
Properties=species:S:1:pos:R:3:forces:R:3:nbo_charge:R:1
O 3.462 -2.876 1.010 0.05 0.33 0.20 -0.717
C 3.327 -2.807 -0.399 -0.40 -0.27 -0.07 -0.078
C 1.906 -3.055 -0.898 0.30 0.18 -0.06 -0.101
O 1.345 -1.831 -1.372 -0.30 -0.06 0.43 -0.556
C -0.020 -1.755 -0.995 0.26 0.16 -0.34 0.230
O -0.515 -0.545 -1.481 -0.02 0.10 0.03 -0.545
C -1.707 -0.663 -2.252 -0.11 -0.15 0.15 -0.091
C -2.908 -1.029 -1.418 0.42 -0.30 -0.30 0.125
C -3.766 -0.009 -0.965 -0.32 0.27 0.30 0.006
N -4.817 -0.228 -0.226 0.13 -0.21 -0.08 -0.332
C -5.054 -1.537 0.069 -0.24 0.27 0.08 0.074
C -6.181 -1.880 0.842 -0.34 -0.03 0.26 -0.178
C -6.472 -3.181 1.139 0.28 0.40 -0.31 -0.193
C -5.626 -4.206 0.663 -0.15 0.17 0.09 -0.185
C -4.525 -3.897 -0.080 -0.05 -0.50 0.14 -0.221
C -4.213 -2.560 -0.397 0.28 -0.28 -0.08 0.182
N -3.108 -2.293 -1.150 -0.29 0.23 0.13 -0.391
H 2.797 -3.457 1.383 0.02 -0.19 -0.04 0.469
H 3.584 -1.793 -0.680 0.24 0.10 -0.19 0.173
H 4.008 -3.504 -0.883 0.20 -0.07 0.03 0.175
H 1.881 -3.804 -1.688 0.03 0.00 -0.24 0.193
H 1.307 -3.464 -0.082 -0.12 0.03 0.18 0.168
H -0.099 -1.752 0.095 0.02 -0.15 0.17 0.141
H -0.555 -2.607 -1.411 -0.25 -0.09 0.01 0.174
H -1.876 0.309 -2.702 0.11 0.16 -0.17 0.196
H -1.579 -1.413 -3.028 0.07 -0.08 -0.18 0.199
H -3.548 1.015 -1.237 -0.01 0.19 -0.02 0.191
H -6.824 -1.093 1.198 -0.02 0.23 -0.03 0.230
H -7.354 -3.402 1.714 -0.10 -0.16 0.12 0.226
H -5.881 -5.226 0.902 0.14 -0.19 -0.06 0.225
H -3.875 -4.683 -0.428 0.16 -0.02 -0.16 0.227
C 1.493 3.274 3.568 0.07 0.04 -0.08 -0.608
C 1.158 3.674 2.129 -0.06 -0.14 0.31 -0.439
C 1.124 2.503 1.146 -0.04 0.29 0.00 -0.204
N 2.396 2.295 0.365 0.16 -0.19 -0.16 -0.214
C 3.567 2.110 1.267 -0.08 0.09 -0.01 -0.404
C 2.225 1.059 -0.512 -0.23 -0.06 -0.10 -0.204
C 1.727 1.595 -1.834 0.04 0.15 -0.07 -0.425
C 2.584 2.845 -2.009 0.03 -0.03 -0.04 -0.418
C 2.633 3.451 -0.609 0.03 -0.01 -0.14 -0.216
H 2.520 2.929 3.681 -0.01 -0.02 0.03 0.202
H 1.361 4.125 4.234 0.00 0.00 0.01 0.235
H 0.831 2.479 3.913 -0.01 0.00 0.00 0.215
H 1.835 4.460 1.789 -0.02 0.01 -0.08 0.214
H 0.161 4.115 2.135 0.01 0.04 -0.10 0.238
H 0.350 2.659 0.396 0.01 -0.10 -0.04 0.226
H 0.914 1.567 1.660 0.03 -0.01 0.03 0.224
H 3.350 1.300 1.959 0.05 -0.02 0.01 0.235
H 3.756 3.036 1.803 -0.03 -0.04 0.07 0.229
H 4.433 1.864 0.659 0.01 -0.01 0.00 0.230
H 3.202 0.595 -0.624 0.02 0.01 0.04 0.221
H 1.547 0.364 -0.027 0.08 0.00 0.05 0.247
H 0.667 1.847 -1.776 0.00 -0.06 -0.02 0.220
H 1.853 0.875 -2.638 -0.03 -0.07 0.07 0.263
H 2.174 3.541 -2.738 0.02 0.06 0.05 0.245
H 3.588 2.576 -2.339 -0.01 -0.02 0.00 0.218
H 1.844 4.182 -0.460 0.01 0.00 0.06 0.226
H 3.592 3.908 -0.379 -0.04 0.06 0.08 0.230
```
Positions in Å, forces in eV/Å.

- gap between HOMO and LUMO (eV) = 8.77
- net charge = +1
- E (Ha) = -1171.017052
- F_max (eV/A) = 0.60

[4]
The following is a DFT calculation (ωB97M-V/def2-TZVPD) of a structure of composition C20H33AsN6OS2SiV.

```
65
Properties=species:S:1:pos:R:3:forces:R:3:nbo_charge:R:1
V -0.441 -0.612 0.078 -2.43 -3.49 -1.61 1.274
C 1.198 -2.104 -3.570 -0.22 0.01 0.24 -0.944
As 0.903 -3.148 -1.958 0.68 -0.61 -0.65 1.465
C 0.661 -4.943 -2.641 -0.09 0.07 0.14 -0.951
C 2.584 -3.196 -0.989 -0.26 0.04 0.01 -0.944
S -0.718 -2.818 -0.635 0.07 -0.89 -0.04 -0.525
H 1.857 -2.709 -4.193 0.00 -0.02 0.04 0.253
H 1.665 -1.150 -3.347 -0.01 0.07 0.08 0.269
H 0.256 -1.938 -4.090 -0.03 -0.03 0.07 0.261
H 1.544 -5.266 -3.188 0.04 0.08 0.02 0.251
H -0.204 -4.960 -3.303 0.01 0.07 0.02 0.259
H 0.474 -5.614 -1.804 0.03 0.03 0.01 0.261
H 3.419 -3.275 -1.684 -0.05 0.02 -0.05 0.255
H 2.561 -4.066 -0.334 -0.03 0.01 -0.01 0.263
H 2.685 -2.304 -0.373 -0.02 0.02 -0.06 0.236
S 0.251 -1.953 2.354 -0.18 -0.49 -0.45 -0.263
C -0.051 -0.875 3.647 -0.04 0.12 0.13 0.366
N 0.958 -0.334 4.321 -0.08 0.06 0.10 -0.564
C 0.820 0.586 5.448 -0.08 0.11 0.10 -0.222
C -0.536 1.269 5.380 0.01 -0.14 -0.12 -0.425
C -1.621 0.223 5.180 0.02 0.12 0.11 -0.221
N -1.299 -0.588 4.009 0.09 0.18 0.15 -0.566
H 1.881 -0.630 4.056 0.03 -0.02 -0.17 0.427
H 1.620 1.324 5.383 0.01 -0.05 0.00 0.228
H 0.938 0.036 6.386 -0.01 0.02 -0.01 0.207
H -0.554 1.969 4.543 -0.02 0.05 0.03 0.227
H -0.724 1.821 6.299 0.03 0.04 -0.01 0.245
H -2.585 0.698 5.012 -0.01 -0.04 0.00 0.231
H -1.693 -0.419 6.063 -0.07 0.00 -0.02 0.203
H -2.041 -1.058 3.522 0.07 -0.08 -0.10 0.425
N 2.432 1.012 1.563 -0.15 -0.08 -0.15 -0.785
C 1.154 1.442 1.451 0.59 0.28 0.44 0.648
O 0.300 0.570 0.971 2.53 4.57 2.81 -0.765
C 0.792 2.701 1.888 -0.35 -0.43 -0.22 -0.477
C 1.770 3.595 2.384 0.21 0.15 0.06 0.276
N 2.589 4.305 2.773 0.04 -0.13 0.02 -0.299
C -0.566 3.096 1.866 -0.22 -0.02 -0.12 0.290
N -1.679 3.390 1.855 -0.11 -0.05 0.01 -0.322
H 2.670 0.139 1.125 0.05 0.03 0.05 0.406
H 3.162 1.692 1.704 0.02 -0.02 0.04 0.429
C -3.126 -1.443 -2.396 0.07 0.30 0.11 -1.109
Si -2.516 0.285 -1.910 -0.76 -0.19 -0.27 1.752
C -3.181 1.433 -3.249 0.39 0.02 0.27 -1.120
C -3.311 0.785 -0.274 0.18 -0.22 -0.28 -1.108
N -0.765 0.220 -1.551 -0.47 0.26 -0.38 -1.127
C 0.260 0.975 -2.117 0.84 0.38 -0.35 0.226
C 1.589 0.794 -1.675 -0.29 -0.06 -0.12 -0.304
C 2.637 1.563 -2.149 0.04 -0.05 -0.04 -0.186
C 2.416 2.515 -3.132 0.01 0.04 0.00 -0.234
C 1.128 2.684 -3.615 0.07 0.01 -0.03 -0.163
C 0.072 1.939 -3.118 -0.16 -0.14 0.17 -0.269
H -4.057 -1.345 -2.957 -0.02 0.07 0.00 0.249
H -3.336 -2.061 -1.524 0.00 -0.05 -0.02 0.240
H -2.418 -1.988 -3.021 0.02 0.03 -0.02 0.231
H -4.265 1.308 -3.270 -0.02 -0.09 0.08 0.256
H -2.808 1.191 -4.245 0.02 0.00 -0.01 0.245
H -2.984 2.485 -3.040 0.00 0.03 -0.04 0.247
H -4.399 0.783 -0.365 -0.02 -0.12 0.02 0.261
H -3.011 1.789 0.013 0.12 0.16 0.10 0.268
H -3.048 0.108 0.551 -0.09 0.02 0.03 0.198
H 1.802 0.010 -0.951 0.02 0.04 -0.04 0.172
H 3.635 1.416 -1.753 0.01 -0.05 -0.03 0.216
H 3.234 3.107 -3.517 -0.01 0.03 0.01 0.228
H 0.938 3.413 -4.391 -0.03 0.01 0.01 0.225
H -0.919 2.124 -3.499 0.01 0.00 -0.04 0.224
```
Positions in Å, forces in eV/Å.

- gap between HOMO and LUMO (alpha / beta) (eV) = 7.20 / 7.85
- net charge = +1
- E (Ha) = -5451.204486
- F_max (eV/A) = 5.93
- multiplicity = 3
- ⟨S²⟩ = 2.0318

The records above yield energy relative to the best compared isomer or geometry (same formula, charge and spin) values of 260.5, 0.0, 83.5, 182.8 kJ/mol, respectively.